(1)
Entry from the Open Molecules 2025 dataset: a cluster of 2 separate species, C5H13N in total (ωB97M-V/def2-TZVPD).

Geometry as XYZ:
```
19
Properties=species:S:1:pos:R:3:forces:R:3:mulliken_spin:R:1
C -1.54669 -1.14323 -0.74857 0.932 0.222 0.804 0.003
C -0.48268 -2.21684 -0.96537 0.045 0.257 -0.215 0.000
C 0.92616 -1.58549 -1.04460 -0.598 -0.332 -0.508 0.008
H -1.36157 -0.67172 0.23116 -0.027 -0.175 0.021 -0.002
H -2.54626 -1.55382 -0.67992 -0.260 0.209 -0.524 0.000
H -1.37564 -0.32822 -1.45615 -0.673 -0.184 -0.328 0.000
H -0.66136 -2.71294 -1.91997 -0.159 -0.154 0.104 0.000
H -0.57971 -2.97270 -0.18678 0.211 -0.005 0.038 0.000
H 1.68761 -2.23611 -0.62146 0.096 0.244 0.222 0.000
H 1.17594 -1.45702 -2.10348 0.097 0.160 0.197 0.000
H 0.90015 -0.58365 -0.59684 0.345 -0.204 0.214 -0.004
C -0.41433 1.74480 1.74877 0.611 -1.022 -0.166 0.064
C 1.61375 2.68999 0.63198 0.815 -0.087 -0.394 -0.057
N 0.86885 1.82542 1.08601 -0.950 0.572 0.736 0.795
H -0.45840 2.51718 2.51043 -0.103 0.334 -0.139 0.024
H -0.44033 0.79290 2.29127 -0.113 -0.055 -0.142 0.036
H -1.17692 1.73086 0.97210 -0.157 0.121 0.150 0.009
H 2.65163 2.45859 0.36770 -0.150 0.011 -0.082 0.052
H 1.21978 3.70199 0.48369 0.038 0.088 0.012 0.072
```
Forces are in eV/Å.

Values from the calculation:
HOMO energy (alpha / beta) (eV): -14.2 / -14.2
Electronic energy (a.u.): -252.676417
Kohn-Sham gap (alpha / beta) (Ha): 0.3274 / 0.2115
Charge: +1
Energy above the lowest of the compared OMol25 structures with the same formula, charge and spin (kcal/mol): 48.1
2S+1: 2
Molar mass (g/mol): 87.2



(2)
Entry from the Open Molecules 2025 dataset: the molecule C5H13N2 (ωB97M-V/def2-TZVPD).

Geometry as XYZ:
```
20
Properties=species:S:1:pos:R:3:forces:R:3:mulliken_spin:R:1
C -2.45354 -0.53356 0.11632 -1.229 0.832 2.979 -0.016
C -0.93930 -0.52641 0.02913 -0.195 -0.836 -1.258 0.543
C -0.14765 0.66121 0.61116 -0.563 0.764 -2.934 0.228
C 0.99662 0.97903 -0.37996 -0.151 -0.657 2.347 -0.064
C 1.45316 2.12679 -0.84741 -0.234 -0.428 -1.113 -0.062
N 1.82531 -0.23099 -0.40963 1.016 0.500 -0.981 0.211
N -0.44829 -1.77221 0.72437 -0.500 0.570 -0.469 2.229
H -2.76426 0.01836 1.06923 0.242 -0.034 -1.346 -0.106
H -2.82747 -1.49572 0.43941 0.085 -0.616 -0.555 -0.106
H -3.06582 -0.22091 -0.73573 0.606 0.241 0.006 -0.086
H -0.79577 -0.65724 -1.05960 0.801 0.034 0.586 0.054
H -0.89220 1.48486 0.62872 0.840 -0.195 0.902 -0.027
H 0.37226 0.30578 1.49206 -0.481 0.693 0.664 -0.050
H 0.92671 3.07792 -0.85819 0.165 -0.232 0.214 -0.010
H 2.33063 1.95561 -1.47707 -0.020 0.830 0.176 0.006
H 1.94510 -0.49811 -1.38729 -0.383 -0.395 0.038 -0.101
H 2.79060 0.06261 -0.20496 -0.437 -0.168 0.328 -0.020
H -0.94330 -1.75319 1.65008 0.410 -0.531 0.269 -0.642
H -0.69899 -2.63592 0.17272 -0.091 -0.295 0.049 -0.790
H 0.57555 -1.74056 0.81650 0.118 -0.079 0.097 -0.189
```
Forces are in eV/Å.

Values from the calculation:
HOMO energy (alpha / beta) (eV): -3.1 / -10.2
Electronic energy (a.u.): -307.644199
Kohn-Sham gap (alpha / beta) (Ha): 0.1459 / 0.3998
Energy above the lowest of the compared OMol25 structures with the same formula, charge and spin (kcal/mol): 65.9
2S+1: 2
Molar mass (g/mol): 101.2



(3)
Entry from the Open Molecules 2025 dataset: a cluster of 2 separate species, C5H13N2 in total (ωB97M-V/def2-TZVPD).

Geometry as XYZ:
```
20
Properties=species:S:1:pos:R:3:forces:R:3:lowdin_charge:R:1
C -1.16039 0.82713 0.29204 -1.084 0.477 -0.870 -0.140
C -0.37951 0.29489 -0.75675 1.980 0.166 0.806 -0.057
C 1.01722 0.21064 -0.67681 -3.554 0.635 0.881 -0.315
C 1.79275 -0.34100 -1.73446 0.935 -0.111 -1.402 -0.044
C 1.67561 0.51834 0.61899 3.032 -0.365 -0.217 -0.035
N -2.45248 1.08676 0.10229 2.814 -0.269 1.114 0.193
N -1.25991 -1.20958 1.28380 0.744 0.968 2.032 0.091
H -0.68157 1.33510 1.07128 0.306 0.430 1.378 0.124
H -1.07008 -0.14960 -1.43132 0.532 -0.462 -1.626 0.117
H 2.50249 -1.05225 -1.19364 -0.569 0.676 -1.695 0.128
H 2.28910 0.54096 -2.23674 0.286 -1.045 0.585 0.135
H 1.10082 -0.70684 -2.52086 0.849 -0.528 0.446 0.104
H 0.96299 0.23100 1.31245 -0.837 -0.510 2.053 0.028
H 1.97131 1.54162 0.82302 -0.283 0.434 -0.336 0.103
H 2.69108 -0.03977 0.83287 -2.148 0.684 -0.771 0.147
H -2.99987 1.62496 0.69870 -0.792 0.914 1.303 0.116
H -2.85641 0.80090 -0.71551 -1.312 -0.807 -2.408 0.093
H -2.15306 -1.52164 0.95611 -0.242 -0.601 0.069 0.066
H -1.21013 -1.14995 2.30787 -0.901 0.106 -0.335 0.086
H -0.49581 -1.83194 1.13352 0.245 -0.793 -1.007 0.061
```
Forces are in eV/Å.

Values from the calculation:
HOMO energy (eV): -13.3
Electronic energy (a.u.): -307.524384
Kohn-Sham gap (Ha): 0.3371
Charge: +1
Energy above the lowest of the compared OMol25 structures with the same formula, charge and spin (kcal/mol): 61.0
2S+1: 1
Molar mass (g/mol): 101.2



(4)
Entry from the Open Molecules 2025 dataset: the ion C5H13N2 with charge +1 (ωB97M-V/def2-TZVPD).

Geometry as XYZ:
```
20
Properties=species:S:1:pos:R:3:forces:R:3:lowdin_charge:R:1
C -0.12444 -1.37081 1.11460 1.404 -0.046 0.242 -0.048
C -0.38970 0.10578 1.10661 -0.510 0.983 0.476 -0.302
N -1.77029 0.50615 0.46169 1.292 -0.249 1.273 0.212
C 0.64887 1.11995 0.52275 -0.673 0.295 -0.028 -0.150
C 1.62033 0.64823 -0.51755 -1.648 -0.218 -0.676 -0.091
C 1.25449 -0.26668 -1.43032 1.567 0.480 -0.627 -0.198
N -0.04736 -0.56834 -1.86818 -0.352 -0.773 0.964 0.044
H -0.38306 -1.86940 2.05033 -0.424 0.208 -0.145 0.092
H 0.98236 -1.36097 1.11378 -0.402 -0.640 -0.242 0.104
H -0.48899 -1.92917 0.25881 0.054 0.092 -0.039 0.078
H -0.48028 0.43405 2.14104 -0.358 -0.075 0.042 0.140
H -1.61155 0.34792 -0.53713 -0.438 0.063 -0.158 0.125
H -2.56362 0.00580 0.84985 -0.037 -0.510 -0.246 0.166
H -1.89019 1.47204 0.75963 -0.196 0.181 -0.740 0.156
H 1.15290 1.57634 1.37961 0.241 -0.252 -0.180 0.125
H 0.02420 1.93621 0.15176 0.158 0.412 -0.174 0.110
H 2.48137 1.24554 -0.78416 0.751 -0.560 0.986 0.114
H 2.07713 -0.77781 -1.94133 -0.326 0.353 -0.425 0.120
H -0.03654 -1.42297 -2.40936 -0.329 0.060 -0.061 0.101
H -0.45564 0.16813 -2.42242 0.225 0.196 -0.243 0.102
```
Forces are in eV/Å.

Values from the calculation:
HOMO energy (eV): -12.4
Electronic energy (a.u.): -307.530078
Kohn-Sham gap (Ha): 0.3353
Charge: +1
Energy above the lowest of the compared OMol25 structures with the same formula, charge and spin (kcal/mol): 57.4
2S+1: 1
Molar mass (g/mol): 101.2



(5)
Entry from the Open Molecules 2025 dataset: the ion C5H13N2 with charge +1 (ωB97M-V/def2-TZVPD).

Geometry as XYZ:
```
20
Properties=species:S:1:pos:R:3:forces:R:3:lowdin_charge:R:1
C -1.49449 -1.06906 1.35167 1.046 -1.565 0.684 -0.049
C -0.35220 -0.88176 0.35331 -0.981 0.342 0.609 -0.290
C -0.66318 -1.09482 -0.94085 0.787 -0.139 -0.777 -0.140
N -0.39264 -0.20619 -2.07059 0.672 -0.578 -0.431 0.002
C 0.94451 -0.36007 0.95602 0.063 2.067 -2.004 -0.098
C 1.50318 0.99289 0.31862 1.024 -1.369 0.061 -0.121
N 0.42287 1.91212 -0.20540 0.229 -1.055 0.123 0.183
H -1.95979 -0.10384 1.59052 0.109 -0.152 -0.307 0.094
H -1.13510 -1.49669 2.28711 0.099 0.187 0.256 0.076
H -2.24322 -1.78510 1.03656 -0.326 0.178 -0.482 0.084
H -1.08396 -2.03597 -1.29168 -1.400 0.372 0.750 0.126
H -1.26804 -0.29406 -2.59083 -0.135 0.581 0.238 0.093
H 0.21066 -0.60871 -2.79999 0.465 0.070 0.554 0.095
H 0.91701 -0.25895 2.03421 -0.218 -0.156 0.048 0.114
H 1.71955 -1.05616 0.63962 0.007 -0.271 0.523 0.124
H 2.14302 0.76372 -0.54165 -0.562 -0.113 -0.090 0.122
H 2.25770 1.38598 1.02022 -0.982 0.809 -0.121 0.132
H 0.02298 2.51350 0.51034 -0.161 0.070 -0.106 0.170
H -0.27061 1.24729 -0.63164 -0.016 0.324 0.214 0.117
H 0.72174 2.43590 -1.02557 0.281 0.400 0.258 0.165
```
Forces are in eV/Å.

Values from the calculation:
HOMO energy (eV): -12.4
Electronic energy (a.u.): -307.504674
Kohn-Sham gap (Ha): 0.3366
Charge: +1
Energy above the lowest of the compared OMol25 structures with the same formula, charge and spin (kcal/mol): 73.4
2S+1: 1
Molar mass (g/mol): 101.2